w:
10
Properties=species:S:1:pos:R:3 method="wB97M-V/def2-TZVPD" homo_lumo_gap_ha="0.2895 / 0.2372" homo_energy_ev="-8.756 / -8.087" lumo_energy_ha="-0.0323 / -0.0600"
C 0.206 0.724 -1.443
C -0.335 0.715 1.103
C 0.442 -0.456 1.181
S 1.616 0.988 -2.064
Cl -2.101 0.636 0.821
Cl 2.128 -0.078 0.778
Cl 0.534 -1.124 2.993
H -0.617 0.028 -1.484
H 0.198 1.579 1.330
H 0.236 -1.369 0.492

***

x:
10
Properties=species:S:1:pos:R:3 method="wB97M-V/def2-TZVPD" homo_lumo_gap_ha="0.2847 / 0.2610" homo_energy_ev="-8.666 / -8.267" lumo_energy_ha="-0.0338 / -0.0428"
C -1.861 -0.190 -0.277
C 0.621 -0.568 0.638
C 1.039 0.356 -0.344
S -2.644 1.142 0.018
Cl 0.538 -2.269 0.378
Cl 0.286 1.961 0.046
Cl 2.825 0.672 -0.359
H -2.285 -1.182 -0.407
H 0.801 -0.163 1.641
H 0.681 0.241 -1.335

***

x (0.262 eV below the next structure)

***

w:
14
Properties=species:S:1:pos:R:3 method="wB97M-V/def2-TZVPD" homo_lumo_gap_ha=0.3294 homo_energy_ev=-12.927 total_charge=+1 smiles=Cc1c[nH+]c(I)n1O lumo_energy_ha=-0.1457
C 0.693 -1.347 0.473
C -0.053 -0.419 -0.173
C 1.284 -1.956 -1.498
C -0.864 0.670 0.352
N 0.314 -0.485 -1.485
N 1.347 -2.195 -0.291
O -0.127 0.174 -2.558
I 2.128 -2.410 -3.281
H 0.842 -1.488 1.519
H -0.749 1.452 -0.407
H -2.006 0.597 0.495
H -0.433 1.064 1.264
H 1.927 -2.874 0.161
H 0.537 0.220 -3.168

***

x:
14
Properties=species:S:1:pos:R:3 method="wB97M-V/def2-TZVPD" homo_lumo_gap_ha=0.2585 homo_energy_ev=-11.755 total_charge=+1 lumo_energy_ha=-0.1734
C -0.880 0.710 0.191
C 0.211 1.681 0.387
C -0.562 -0.714 0.083
C -0.968 -0.075 -1.148
N 1.777 0.112 -0.005
N -0.367 -1.822 0.691
O 1.443 1.359 0.264
I 3.756 -0.257 -0.097
H -1.816 1.007 0.653
H 0.022 2.720 0.581
H -1.950 -0.298 -1.545
H -0.230 0.121 -1.914
H -0.272 -2.693 0.173
H -0.164 -1.851 1.687

***

w (1.774 eV below the next structure)

***

w:
19
Properties=species:S:1:pos:R:3 method="wB97M-V/def2-TZVPD" s2=0.757 homo_lumo_gap_ha="0.2362 / 0.1247" homo_energy_ev="-12.214 / -12.199" total_charge=+1 lumo_energy_ha="-0.2127 / -0.3236" spin_multiplicity=2
C 0.985 0.190 -0.796
N 0.001 -0.229 0.193
C -1.346 0.093 -0.179
C -2.432 -0.208 0.906
S -4.042 0.275 0.356
C 2.378 -0.190 -0.333
N 2.762 0.354 0.964
H 0.777 -0.320 -1.754
H 0.968 1.268 -0.977
H 0.083 -1.236 0.321
H -1.545 -0.660 -0.970
H -1.413 1.160 -0.392
H -2.407 -1.308 0.972
H -2.167 0.154 1.903
H -3.235 0.049 -1.210
H 2.588 -1.258 -0.453
H 3.022 0.307 -1.064
H 2.022 0.224 1.635
H 3.001 1.334 0.878

***

x:
19
Properties=species:S:1:pos:R:3 method="wB97M-V/def2-TZVPD" s2=0.755 homo_lumo_gap_ha="0.3615 / 0.1992" homo_energy_ev="-12.989 / -12.972" total_charge=+1 lumo_energy_ha="-0.1158 / -0.2775" spin_multiplicity=2
C 1.231 0.768 0.379
N 0.123 1.145 -0.443
C -1.274 0.855 -0.395
C -1.611 -0.146 0.736
S -3.318 -0.693 0.394
C 1.877 -0.630 0.031
N 1.649 -0.997 -1.361
H 1.004 0.757 1.444
H 2.013 1.508 0.226
H 0.365 1.910 -1.083
H -1.805 1.771 -0.111
H -1.578 0.443 -1.364
H -1.712 0.328 1.709
H -0.879 -0.953 0.772
H -3.476 -1.301 1.587
H 1.452 -1.444 0.618
H 2.940 -0.488 0.194
H 2.314 -1.588 -1.800
H 0.686 -1.245 -1.532

***

y:
19
Properties=species:S:1:pos:R:3 method="wB97M-V/def2-TZVPD" s2=0.755 homo_lumo_gap_ha="0.3578 / 0.1684" homo_energy_ev="-12.763 / -12.685" total_charge=+1 lumo_energy_ha="-0.1112 / -0.2978" spin_multiplicity=2
N -1.192 -0.646 -1.140
C 0.192 -0.457 -0.805
C 1.014 -1.738 -0.611
S 0.822 -2.768 -2.188
C 0.194 0.290 0.584
N -0.325 1.577 0.549
C 0.021 2.470 1.669
H -1.664 0.225 -1.355
H -1.553 -1.459 -1.605
H 0.706 0.119 -1.578
H 0.682 -2.401 0.196
H 2.091 -1.572 -0.615
H -0.391 -3.114 -1.750
H -0.529 -0.314 1.089
H 1.081 0.166 1.192
H -1.354 1.563 0.504
H 0.981 2.938 1.487
H -0.776 3.205 1.775
H 0.000 1.918 2.602

***

x (0.402 eV below the next structure)

***

w:
12
Properties=species:S:1:pos:R:3 method="wB97M-V/def2-TZVPD" homo_lumo_gap_ha=0.3536 homo_energy_ev=-8.841 smiles="O=COc1ccco1" lumo_energy_ha=0.0287
C -1.728 -0.969 -0.723
C 0.538 -0.421 -0.182
C 1.209 -0.619 0.958
C 1.586 0.742 1.277
C 0.902 1.636 0.392
H -2.286 -1.793 -1.430
H 1.337 -1.483 1.661
H 1.965 1.053 2.315
H 0.728 2.668 0.240
O -1.986 0.194 -0.313
O -0.430 -1.377 -0.682
O 0.318 0.851 -0.644

***

x:
12
Properties=species:S:1:pos:R:3 method="wB97M-V/def2-TZVPD" homo_lumo_gap_ha=0.3492 homo_energy_ev=-9.121 lumo_energy_ha=0.0140
C -1.655 0.573 0.033
C -0.434 0.086 0.047
C 0.065 -1.431 0.171
C 1.324 -1.404 -0.035
C 0.955 0.759 0.076
H -2.498 -1.124 0.142
H -2.068 1.694 -0.169
H -0.567 -2.411 0.763
H 2.096 -2.293 -0.080
O -2.701 -0.230 -0.177
O 1.943 -0.161 -0.258
O 0.947 1.970 0.135

***

y:
12
Properties=species:S:1:pos:R:3 method="wB97M-V/def2-TZVPD" homo_lumo_gap_ha=0.3479 homo_energy_ev=-8.951 smiles="O=C=C1CC1.O=C=O" lumo_energy_ha=0.0190
C 0.649 -0.135 1.338
C -1.980 0.860 1.343
C 0.253 0.334 -1.132
C 1.059 -0.950 -1.145
C 0.822 -0.226 0.098
O 0.808 -0.087 2.485
O -1.739 1.692 2.074
O -2.345 0.026 0.635
H 0.754 1.246 -1.451
H -0.843 0.135 -1.296
H 0.497 -1.819 -1.470
H 2.065 -1.075 -1.479

***

y (0.919 eV below the next structure)

***

w:
19
Properties=species:S:1:pos:R:3 method="wB97M-V/def2-TZVPD" homo_lumo_gap_ha=0.2139 homo_energy_ev=-2.202 total_charge=-1 lumo_energy_ha=0.1330
C -0.330 1.140 2.000
O -0.813 1.586 3.148
C -0.988 -0.253 1.478
C -1.162 -0.484 -0.025
C -0.020 -0.212 -0.967
C 0.994 -1.063 -1.111
N 2.207 -0.817 -1.786
N 0.000 1.012 -1.733
H 0.756 0.875 2.051
H -0.519 1.821 1.103
H -1.848 -0.483 2.107
H -0.171 -0.950 1.737
H -2.047 0.059 -0.395
H -1.455 -1.538 -0.130
H 0.915 -2.048 -0.664
H 2.862 -1.558 -1.620
H 2.507 0.135 -1.699
H -0.744 1.007 -2.403
H -0.143 1.771 -1.088

***

x:
19
Properties=species:S:1:pos:R:3 method="wB97M-V/def2-TZVPD" homo_lumo_gap_ha=0.2241 homo_energy_ev=-1.997 total_charge=-1 lumo_energy_ha=0.1507
C -1.949 -0.695 0.210
O -1.961 -0.764 -1.310
C -0.766 0.072 0.704
C 0.684 -0.550 0.229
C 1.324 0.342 -0.894
C 2.710 0.607 -0.819
N 0.509 0.696 -1.879
N -1.024 0.084 2.209
H -2.048 -1.711 0.521
H -2.907 -0.107 0.180
H -0.823 1.345 0.405
H 1.305 -0.921 1.146
H 0.450 -1.482 -0.081
H 3.069 1.165 -1.596
H 3.481 0.365 -0.166
H -1.155 -0.385 -1.674
H 0.758 1.338 -2.518
H -0.108 -0.146 2.704
H -1.550 0.748 2.628

***

w (1.492 eV below the next structure)

***

w:
9
Properties=species:S:1:pos:R:3 method="wB97M-V/def2-TZVPD" homo_lumo_gap_ha="0.2920 / 0.2920" homo_energy_ev="-7.524 / -7.523" lumo_energy_ha="0.0155 / 0.0155"
C 0.248 0.783 -0.670
N -0.550 0.922 0.330
N 0.848 -1.416 0.213
O -1.411 -0.070 0.513
S -0.262 -1.419 1.279
H -0.060 -0.023 -1.208
H 0.986 1.637 -0.854
H -0.390 1.596 1.107
H 0.591 -2.009 -0.709

***

x:
9
Properties=species:S:1:pos:R:3 method="wB97M-V/def2-TZVPD" homo_lumo_gap_ha=0.3596 homo_energy_ev=-8.891 smiles="C=NSON" lumo_energy_ha=0.0329
C 1.680 1.267 -0.066
N 0.550 0.774 -0.284
N -2.228 -0.750 0.066
O -1.987 0.499 -0.603
S -0.982 1.543 0.150
H 2.530 0.691 -0.410
H 1.897 2.213 0.425
H -3.233 -0.892 0.023
H -1.766 -1.456 -0.504

***

x (1.532 eV below the next structure)

***

w:
77
Properties=species:S:1:pos:R:3 method="wB97M-V/def2-TZVPD" homo_lumo_gap_ha=0.2776 homo_energy_ev=-5.439 total_charge=-1 lumo_energy_ha=0.0778
Ba 1.614 0.087 -0.619
C 6.270 0.333 1.473
C 6.128 1.486 2.248
C 4.873 1.952 2.547
C 3.746 1.247 2.084
N 3.886 0.143 1.324
C 5.120 -0.283 1.033
N 2.487 1.732 2.281
C 1.489 0.940 2.534
N 0.228 1.250 2.185
C -0.621 0.251 2.588
N -1.886 0.348 2.399
C -2.771 -0.701 2.525
C -3.997 -0.457 3.168
C -4.933 -1.463 3.231
C -4.652 -2.694 2.640
C -3.423 -2.838 2.022
N -2.498 -1.882 1.962
C 0.184 -0.812 3.297
C -0.160 -1.952 4.006
C 0.850 -2.651 4.657
C 2.171 -2.215 4.612
C 2.511 -1.063 3.914
C 1.503 -0.379 3.257
H 7.241 -0.049 1.194
H 7.002 2.020 2.599
H 4.716 2.853 3.123
H 5.178 -1.162 0.399
H -4.177 0.521 3.592
H -5.882 -1.295 3.726
H -5.365 -3.506 2.649
H -3.158 -3.772 1.535
H -1.182 -2.297 4.057
H 0.602 -3.547 5.212
H 2.939 -2.774 5.130
H 3.534 -0.714 3.889
O 2.213 -0.670 -5.362
As 1.023 -0.617 -4.047
O -0.384 -1.266 -4.596
O 1.676 -1.320 -2.701
C 0.759 1.340 -3.939
C -0.425 1.631 -4.634
C -0.856 2.922 -4.873
C -0.089 3.987 -4.433
C 1.074 3.733 -3.734
C 1.504 2.435 -3.460
S 2.916 2.416 -2.342
O 3.777 3.491 -2.755
O 3.486 1.068 -2.403
O 2.283 2.613 -1.022
H 1.944 -1.396 -5.937
H -1.009 0.791 -4.992
H -1.783 3.087 -5.409
H -0.393 5.010 -4.620
H 1.683 4.547 -3.365
N -0.932 2.904 0.078
C -1.731 2.038 -0.550
N -2.909 2.462 -1.020
C -3.664 1.506 -1.546
N -4.841 1.888 -2.110
N -3.383 0.199 -1.570
C -2.162 -0.098 -1.140
N -1.272 0.769 -0.686
C -1.787 -1.548 -1.155
C -2.669 -2.465 -1.712
C -2.356 -3.808 -1.651
C -1.166 -4.186 -1.053
C -0.327 -3.195 -0.575
N -0.625 -1.899 -0.607
H -1.321 3.817 0.240
H -0.313 2.511 0.797
H -5.167 2.815 -1.908
H -5.506 1.164 -2.314
H -3.575 -2.105 -2.174
H -3.025 -4.549 -2.071
H -0.872 -5.224 -0.984
H 0.632 -3.455 -0.139

***

x:
77
Properties=species:S:1:pos:R:3 method="wB97M-V/def2-TZVPD" homo_lumo_gap_ha=0.1763 homo_energy_ev=-2.628 total_charge=-1 lumo_energy_ha=0.0797
Ba -1.112 -0.050 -0.217
C 2.246 -3.441 -1.698
C 3.213 -3.515 -0.601
C 3.243 -2.559 0.370
C 2.597 -1.318 0.471
N 1.996 -0.911 -1.938
C 2.057 -2.100 -2.369
N 2.360 -0.862 1.679
C 1.566 0.062 2.145
N 0.723 0.975 1.467
C 0.073 1.695 2.403
N -0.737 2.753 2.300
C -1.253 3.333 1.201
C -1.571 4.719 1.305
C -2.166 5.374 0.264
C -2.476 4.668 -0.906
C -2.150 3.336 -0.939
N -1.553 2.666 0.057
C 0.428 1.223 3.744
C 0.009 1.602 5.013
C 0.549 0.945 6.104
C 1.502 -0.072 5.929
C 1.928 -0.446 4.666
C 1.379 0.216 3.570
H 2.458 -4.172 -2.474
H 3.710 -4.459 -0.429
H 3.762 -2.798 1.291
H 1.932 -2.130 -3.449
H -1.323 5.221 2.230
H -2.400 6.430 0.345
H -2.958 5.144 -1.749
H -2.375 2.744 -1.825
H -0.722 2.393 5.130
H 0.240 1.213 7.108
H 1.909 -0.573 6.800
H 2.658 -1.232 4.520
O -2.821 0.344 1.637
As -3.153 -1.344 2.291
O -3.774 -2.001 0.942
O -1.195 -1.830 2.003
C -0.934 -3.136 2.106
C -1.204 -3.845 3.282
C -0.909 -5.193 3.382
C -0.320 -5.877 2.323
C -0.030 -5.189 1.157
C -0.353 -3.848 1.046
S 0.073 -2.833 -0.346
O 2.026 -0.554 -0.613
O 0.861 -3.908 -1.274
O -1.185 -2.453 -1.031
H -2.349 0.930 2.250
H -1.623 -3.305 4.122
H -1.125 -5.715 4.307
H -0.074 -6.927 2.412
H 0.459 -5.678 0.325
N 1.638 2.829 -0.559
C 1.141 2.875 -1.788
N 1.433 3.952 -2.538
C 0.965 3.911 -3.773
N 1.228 4.978 -4.578
N 0.279 2.900 -4.325
C 0.029 1.902 -3.484
N 0.387 1.832 -2.218
C -0.720 0.741 -4.060
C -0.770 0.565 -5.437
C -1.435 -0.536 -5.946
C -2.037 -1.420 -5.066
C -1.945 -1.163 -3.708
N -1.300 -0.108 -3.211
H 2.140 3.633 -0.230
H 1.387 2.067 0.087
H 1.517 5.822 -4.116
H 0.663 5.060 -5.405
H -0.284 1.291 -6.072
H -1.480 -0.704 -7.014
H -2.565 -2.296 -5.417
H -2.384 -1.837 -2.983

***

w (4.699 eV below the next structure)

***

w:
12
Properties=species:S:1:pos:R:3 method="wB97M-V/def2-TZVPD" homo_lumo_gap_ha="0.2715 / 0.3054" homo_energy_ev="-7.885 / -8.832" lumo_energy_ha="-0.0183 / -0.0192"
C 2.730 0.041 0.142
C 1.503 0.896 -0.224
C -0.050 -0.874 -0.643
N 2.689 -0.990 0.775
O 0.374 0.386 -0.483
O -1.299 -1.087 -0.342
Si -2.608 -0.284 0.332
H 3.488 0.580 -0.393
H 1.849 1.719 -0.683
H -3.658 -1.337 0.497
H -2.041 0.150 1.549
H -2.980 0.802 -0.526

***

x:
12
Properties=species:S:1:pos:R:3 method="wB97M-V/def2-TZVPD" homo_lumo_gap_ha="0.2601 / 0.2369" homo_energy_ev="-8.686 / -8.235" lumo_energy_ha="-0.0591 / -0.0657"
C 1.811 -0.115 0.286
C 0.844 1.028 0.186
C 1.524 -1.383 -0.052
N -0.883 -1.675 -0.096
O -0.345 1.172 -0.228
O -2.744 0.458 0.202
Si -1.435 -0.165 -0.665
H 2.764 0.267 0.450
H 1.244 1.983 0.537
H 1.928 -2.316 0.076
H -2.731 0.264 1.164
H -1.976 0.481 -1.862

***

x (1.632 eV below the next structure)

***

w:
9
Properties=species:S:1:pos:R:3 method="wB97M-V/def2-TZVPD" homo_lumo_gap_ha="0.2591 / 0.2362" homo_energy_ev="-8.673 / -8.488" lumo_energy_ha="-0.0597 / -0.0757"
C -0.908 0.983 0.721
C -0.107 0.114 0.204
C 0.167 -0.988 -0.684
Br 2.629 1.309 0.356
H -0.631 2.107 0.697
H -1.762 0.534 1.285
H 1.211 -1.309 -0.639
H -0.427 -1.949 -0.240
H -0.172 -0.801 -1.700

***

x:
9
Properties=species:S:1:pos:R:3 method="wB97M-V/def2-TZVPD" homo_lumo_gap_ha=0.3815 homo_energy_ev=-9.276 smiles=BrC1CC1 lumo_energy_ha=0.0407
C -0.352 0.111 -0.846
C -0.403 -0.746 0.381
C 0.691 0.434 0.135
Br 0.357 1.929 1.232
H 0.079 -0.378 -1.809
H -1.111 0.855 -0.910
H -1.025 -0.509 1.235
H -0.004 -1.806 0.514
H 1.769 0.110 0.068

***

x (2.137 eV below the next structure)

***

w:
10
Properties=species:S:1:pos:R:3 method="wB97M-V/def2-TZVPD" homo_lumo_gap_ha=0.3167 homo_energy_ev=-8.697 lumo_energy_ha=-0.0029
N -0.685 -0.974 0.638
N 1.302 -0.611 -0.463
N -0.556 1.425 0.297
O -0.802 -0.159 -2.031
P -0.303 -0.054 -0.646
S 1.005 -1.352 1.138
H -1.306 -1.804 0.603
H 2.148 -0.083 -0.777
H -0.473 1.168 1.217
H -0.330 2.444 0.026

***

x:
10
Properties=species:S:1:pos:R:3 method="wB97M-V/def2-TZVPD" homo_lumo_gap_ha=0.3109 homo_energy_ev=-8.340 lumo_energy_ha=0.0044
N 0.313 1.336 -0.550
N 1.266 -0.441 0.560
N -1.181 -0.844 -0.559
O -1.127 0.567 1.606
P -0.352 0.137 0.450
S 2.058 0.722 -0.441
H 0.274 2.278 -0.200
H 1.675 -1.238 0.986
H -2.073 -1.168 -0.438
H -0.853 -1.350 -1.414

***

x (0.520 eV below the next structure)

***

w:
19
Properties=species:S:1:pos:R:3 method="wB97M-V/def2-TZVPD" homo_lumo_gap_ha=0.3588 homo_energy_ev=-19.386 total_charge=+2 lumo_energy_ha=-0.3536
C -0.265 0.026 -1.384
C -1.733 0.699 0.685
C 1.710 0.988 -0.081
N -1.147 -0.306 -0.268
N 1.001 -0.107 -0.618
N -0.726 -1.407 0.283
N 1.060 -1.278 -0.018
H -0.347 -0.829 -2.204
H -0.496 0.969 -1.782
H -1.363 0.445 1.711
H -1.367 1.624 0.345
H -2.810 0.595 0.607
H 2.378 1.480 -0.729
H 0.938 1.701 0.271
H 2.183 0.807 0.803
H -0.924 -1.490 1.358
H -0.824 -2.430 -0.082
H 1.231 -2.091 -0.769
H 1.790 -1.546 0.766

***

x:
19
Properties=species:S:1:pos:R:3 method="wB97M-V/def2-TZVPD" homo_lumo_gap_ha="0.2485 / 0.2485" homo_energy_ev="-17.857 / -17.856" total_charge=+2 lumo_energy_ha="-0.4077 / -0.4077"
C 0.410 -0.574 0.112
C -0.197 -1.455 1.185
C 0.306 -1.058 -1.365
N -1.491 0.577 0.073
N 1.250 0.365 0.464
N -1.958 1.704 0.213
N 1.889 1.270 -0.336
H 0.545 -1.411 1.965
H -0.479 -2.359 0.729
H -1.023 -0.794 1.631
H 1.026 -1.937 -1.180
H 0.559 -0.463 -2.286
H -0.664 -1.519 -1.682
H -2.027 -0.121 -0.472
H 1.279 0.417 1.512
H -2.820 2.137 -0.118
H -1.352 2.403 0.687
H 2.487 1.867 0.144
H 2.260 0.951 -1.278

***

y:
19
Properties=species:S:1:pos:R:3 method="wB97M-V/def2-TZVPD" homo_lumo_gap_ha=0.2967 homo_energy_ev=-17.304 total_charge=+2 lumo_energy_ha=-0.3392
C -0.896 1.005 1.078
C 0.161 1.906 0.605
C 2.566 -1.783 -0.971
N -2.091 1.427 1.303
N 1.283 -1.444 -1.347
N -3.154 0.717 1.700
N 0.791 -1.925 -2.368
H -0.662 -0.028 1.311
H -0.232 2.863 0.266
H 0.739 1.448 -0.198
H 0.866 2.099 1.420
H 3.079 -2.498 -1.625
H 3.149 -0.854 -0.872
H 2.531 -2.147 0.065
H -2.303 2.409 1.093
H -3.965 1.233 2.018
H -2.989 -0.178 2.143
H 1.289 -2.589 -2.985
H -0.162 -1.661 -2.637

***

y (2.583 eV below the next structure)